DFT (ωB97M-V with the def2-TZVPD basis set) results for a molecular structure, C16H32CuO29S7 in a non-equilibrium geometry.

Computed properties:
* multiplicity: 2
* relative energy (zero: lowest compared OMol25 entry of this formula, charge and spin): 23.88 kcal/mol
* expectation value of S²: 0.759
* E_tot: -7238.1979 a.u.
* lowest unoccupied orbital energy (alpha / beta): -3.2 / -5.4 eV
* E_HOMO (alpha / beta): -11.267 / -11.266 eV
* net charge: 0

The geometry in XYZ format:
```
85
Properties=species:S:1:pos:R:3:lowdin_spin:R:1
Cu -2.34113 -1.92197 -0.77038 0.280
S 0.20017 -0.91074 -0.40111 -0.018
O -0.58135 -2.02554 0.14334 0.300
O 1.21641 -1.40975 -1.28630 0.032
O -0.84856 -0.25085 -1.16993 0.339
O 0.54037 -0.00968 0.66531 0.065
C -3.61699 -0.41151 3.31386 0.000
C -5.01079 -0.80131 2.83556 0.000
C -4.88440 -1.08911 1.34019 0.000
O -3.46647 -1.15888 1.09250 0.000
C -2.78741 -0.27997 1.92813 -0.001
H -3.08677 -1.18582 3.86831 0.000
H -3.51627 0.53892 3.83790 0.000
H -5.46657 0.17028 3.02627 0.000
H -5.36738 -1.68702 3.36136 0.000
H -5.18061 -0.32901 0.61726 0.000
H -5.28612 -2.06852 1.08046 0.000
H -2.86937 0.75927 1.60975 0.000
H -1.74865 -0.54904 2.11965 0.000
C 0.73479 -4.70977 -2.38085 0.000
C 2.19185 -5.30634 -2.47697 0.000
O 2.11609 -6.65345 -2.13735 0.000
S 0.66834 -7.06748 -1.41722 0.000
O 0.61457 -6.81194 0.02942 0.000
O 0.29813 -8.38195 -1.89842 0.000
O -0.04965 -5.87789 -2.20746 0.000
H 0.25378 -4.33922 -3.28606 0.000
H 0.69904 -4.00357 -1.55133 0.000
H 2.84587 -4.93630 -1.68739 0.000
H 2.56817 -5.11274 -3.48146 0.000
C 1.43897 0.90596 -4.20955 0.000
C 0.22414 1.59375 -3.65412 0.001
O -0.18224 2.53810 -4.65687 0.000
S 0.68626 2.36094 -6.10345 0.000
O 1.62096 3.44511 -6.39764 0.000
O -0.32463 2.01386 -7.10788 0.000
O 1.43238 0.98176 -5.60817 0.000
H 1.52224 -0.16260 -4.01123 0.000
H 2.35049 1.43387 -3.92928 0.000
H 0.51108 2.02976 -2.69722 0.000
H -0.67759 0.98996 -3.55209 0.000
C 2.80725 2.52195 0.00997 0.000
C 1.71825 3.49981 0.42050 0.000
O 1.56222 4.45852 -0.60403 0.000
S 2.72825 4.37752 -1.77425 0.000
O 3.49762 5.60823 -2.07882 0.000
O 2.22514 3.62694 -2.91792 0.000
O 3.66987 3.31357 -0.83962 0.000
H 2.25889 1.74545 -0.52338 0.000
H 3.48894 2.16854 0.78360 0.000
H 1.83784 4.08705 1.33097 0.000
H 0.77025 2.98828 0.58708 0.000
C 2.54907 -3.23795 0.87933 0.001
C 2.52200 -2.04885 1.91715 0.000
O 3.59050 -2.38152 2.67080 0.000
S 3.60011 -3.98618 2.97607 0.000
O 2.42159 -4.43439 3.77820 0.000
O 4.90951 -4.43167 3.45237 0.000
O 3.43585 -4.20997 1.35861 0.001
H 2.76353 -2.80853 -0.09929 0.000
H 1.47884 -3.41447 0.98695 0.001
H 1.68175 -1.85337 2.58337 0.000
H 2.70550 -1.10113 1.41093 0.000
C -3.65009 1.72252 -1.21357 0.000
C -2.51811 2.55664 -1.81082 0.000
O -2.81389 3.89674 -1.37279 0.000
S -3.55051 3.99492 0.10990 0.000
O -4.31132 5.23497 0.19682 0.000
O -2.59540 3.74163 1.22908 0.000
O -4.40452 2.63804 -0.37824 0.000
H -3.51335 0.73662 -0.76926 0.000
H -4.33018 1.43716 -2.01616 0.000
H -2.47860 2.59872 -2.89929 0.000
H -1.55236 2.33234 -1.35793 0.000
C 1.52080 1.35109 3.35060 0.000
C -0.03707 1.62100 3.32801 0.000
O -0.25555 2.89515 3.88115 0.000
S 1.22191 3.55141 4.35484 0.000
O 1.53119 3.17629 5.75503 0.000
O 1.28685 4.96245 3.99829 0.000
O 2.07856 2.59628 3.36973 0.000
H 1.96597 0.80465 2.51912 0.000
H 1.90003 0.84704 4.23954 0.000
H -0.62589 1.02047 4.02138 0.000
H -0.53239 1.48645 2.36643 0.000
```